(1)
A 6-piece molecular cluster, CH15NO5 overall in a non-equilibrium geometry, computed with ωB97M-V/def2-TZVPD.

Its energy above the lowest of the compared OMol25 structures with the same formula, charge and spin is 57.55 kJ/mol. The largest force on an atom is 1.90 eV Å⁻¹. For the HOMO-LUMO gap (spin up / spin down), the calculation gives 1.76 / 8.79 eV.

ORCA input file:
```
! wB97M-V def2-TZVPD RIJCOSX def2/J DEFGRID3
* xyz -1 2
C 0.3544 1.6020 -0.6128
N -0.7060 2.2182 0.2043
H 1.2929 1.6528 -0.0764
H 0.4603 2.1218 -1.5487
H -0.0706 0.6536 -0.9364
H -1.6172 1.8158 0.1433
H -0.4217 2.5504 1.1050
H 1.7092 0.5005 4.5568
H 3.1858 0.6969 5.1022
O 2.6457 0.3478 4.3943
H 2.2764 -1.6526 -1.3670
H 3.7588 -1.5068 -1.0248
O 3.1011 -1.2444 -1.6733
H -1.3333 -4.1772 -2.7934
H -2.0860 -4.5198 -1.5111
O -1.4704 -3.8485 -1.8817
H -5.5164 4.1494 0.3312
H -4.0709 4.6484 0.2923
O -4.9630 4.8609 -0.0035
H 1.4887 -4.1034 -0.7814
H 0.2232 -3.3339 -1.0770
O 1.1174 -3.2166 -0.7075
*
```

(2)
A 6-piece molecular cluster, CH15NO5 overall in a non-equilibrium geometry, computed with ωB97M-V/def2-TZVPD.

Its energy above the lowest of the compared OMol25 structures with the same formula, charge and spin is 156.83 kJ/mol. The largest force on an atom is 2.21 eV Å⁻¹. For the HOMO-LUMO gap, the calculation gives 9.66 eV.

ORCA input file:
```
! wB97M-V def2-TZVPD RIJCOSX def2/J DEFGRID3
* xyz 0 1
C -2.5432 -2.9185 2.0735
N -1.0962 -2.9945 2.2922
H -2.8884 -1.9281 1.7950
H -3.0043 -3.1985 3.0221
H -2.8561 -3.7535 1.4440
H -0.5020 -3.1764 1.5046
H -0.7186 -2.2153 2.8136
O 2.4694 3.0208 -3.5658
H 2.3778 2.2202 -4.1113
H 3.1856 3.3303 -4.1691
O 5.4690 2.0857 -4.2200
H 5.0820 1.8143 -3.3978
H 5.5201 1.2250 -4.6464
O 0.8137 4.3424 -0.9553
H 1.3385 4.0115 -1.6890
H 0.5929 5.2600 -1.1353
O -2.3844 -6.2805 3.3313
H -2.5213 -5.3362 3.4668
H -1.4321 -6.2518 3.3839
O -2.3252 3.7650 1.3115
H -2.9753 3.3067 0.7659
H -1.6017 3.6712 0.6857
*
```

(3)
A 7-piece molecular cluster, CH16O7 overall in a non-equilibrium geometry, computed with ωB97M-V/def2-TZVPD.

Its energy above the lowest of the compared OMol25 structures with the same formula, charge and spin is 306.70 kJ/mol. The largest force on an atom is 6.47 eV Å⁻¹. For the HOMO-LUMO gap, the calculation gives 10.06 eV.

ORCA input file:
```
! wB97M-V def2-TZVPD RIJCOSX def2/J DEFGRID3
* xyz 0 1
C -0.9883 -2.4517 0.2197
O -1.3078 -0.9682 -0.1819
H -0.1403 -3.1478 -0.0488
H -1.2114 -2.4516 1.2989
H -1.7802 -3.0320 -0.2457
H -0.2618 -1.2421 -0.1262
O 1.4982 0.5162 2.7130
H 1.5038 0.2001 1.7739
H 2.0864 1.2718 2.7328
O 1.5427 -0.3539 0.2199
H 1.4513 0.1804 -0.7878
H 2.0654 -1.1655 0.1987
O -1.7549 0.9855 1.3169
H -1.2811 1.1276 2.1439
H -1.5694 0.1017 0.8936
O 1.2988 1.0798 -1.7464
H 0.4255 0.7124 -2.1315
H 1.8237 1.6854 -2.2753
O -1.0380 0.0734 -2.4494
H -1.1762 -0.4916 -1.5974
H -1.8612 0.5643 -2.5016
O 0.2764 2.6473 0.2618
H 0.9347 2.0409 -0.1220
H -0.5363 2.1177 0.4406
*
```

(4)
A 7-piece molecular cluster, CH16O7 overall in a non-equilibrium geometry, computed with ωB97M-V/def2-TZVPD.

Its energy above the lowest of the compared OMol25 structures with the same formula, charge and spin is 629.78 kJ/mol. The largest force on an atom is 11.57 eV Å⁻¹. For the HOMO-LUMO gap, the calculation gives 6.36 eV.

ORCA input file:
```
! wB97M-V def2-TZVPD RIJCOSX def2/J DEFGRID3
* xyz 0 1
O -0.3658 0.4051 0.2629
H -0.8528 -0.2599 0.6989
H 0.5482 0.3011 0.1619
H -0.7128 0.3281 -0.5321
C -1.6658 -0.9229 -2.0951
O -1.1028 0.3921 -2.1571
H -0.6958 -1.5109 -1.6981
H -2.0188 -1.3989 -2.8431
H -2.2288 -0.8789 -1.1261
O -1.4388 -1.7449 1.5049
H -1.5488 -2.4739 1.0179
H -2.2948 -1.1379 1.7969
O 1.8892 -1.2559 -0.3091
H 2.4662 -1.4689 0.4289
H 2.5762 -0.8119 -1.0431
O 0.7732 -0.3789 3.1989
H 1.7762 -0.1639 3.2989
H 1.0102 -1.2879 3.5899
O -1.0118 3.0521 -2.9471
H -1.3118 2.2361 -2.5251
H -0.7088 3.5841 -2.2061
O 2.2922 1.3251 1.2829
H 2.9002 1.8611 0.7109
H 1.7272 2.2101 1.5289
*
```

(5)
CH18Na3O12 as an isolated structure in a non-equilibrium geometry, computed with ωB97M-V/def2-TZVPD.

Its energy above the lowest of the compared OMol25 structures with the same formula, charge and spin is 0.00 kJ/mol. The largest force on an atom is 1.20 eV Å⁻¹. For the HOMO-LUMO gap, the calculation gives 8.40 eV.

ORCA input file:
```
! wB97M-V def2-TZVPD RIJCOSX def2/J DEFGRID3
* xyz 1 1
Na 3.2221 -0.3298 -0.0455
Na 1.1087 2.0953 2.0501
Na -2.3543 2.5026 1.6004
C 0.3740 0.1044 0.3335
O 0.6306 -0.2030 -0.8686
O 1.1228 -0.3129 1.3002
O -0.5369 0.9938 0.6110
O -1.7298 0.7982 -2.4336
H -0.9049 0.6814 -1.9384
H -1.8187 1.7422 -2.5921
O -0.6778 1.4104 3.5780
H -0.1592 1.0339 4.2983
H -1.0732 0.6148 3.1435
O -1.5310 -1.0747 2.6890
H -2.1576 -1.4192 2.0419
H -0.6910 -1.0228 2.2089
O 2.1738 -1.9355 -2.3489
H 1.4488 -1.4321 -1.9407
H 2.8374 -1.2849 -2.5909
O 1.2870 -2.7935 2.5698
H 1.3358 -1.9220 2.1488
H 2.1629 -3.1826 2.5092
O -3.3268 0.9121 0.1169
H -2.3771 0.7053 0.0450
H -3.5842 1.0885 -0.7957
O 1.4450 1.0165 -3.2562
H 2.3916 0.8637 -3.3035
H 1.1418 0.6383 -2.4129
O 0.4984 3.4312 -0.6025
H 0.1046 2.5926 -0.3254
H -0.1752 3.9009 -1.1022
O -0.3895 -3.4587 -1.3503
H -0.0635 -3.9922 -2.0818
H 0.2652 -2.7624 -1.2552
*
```

(6)
A 8-piece molecular cluster, CH19O8 overall in a non-equilibrium geometry, computed with ωB97M-V/def2-TZVPD.

Its energy above the lowest of the compared OMol25 structures with the same formula, charge and spin is 0.00 kJ/mol. The largest force on an atom is 4.85 eV Å⁻¹. For the HOMO-LUMO gap, the calculation gives 8.02 eV.

ORCA input file:
```
! wB97M-V def2-TZVPD RIJCOSX def2/J DEFGRID3
* xyz 1 1
O 2.5280 0.1673 -1.3493
H 2.8964 -0.7111 -1.2292
H 1.9770 0.3664 -0.5888
H 3.2870 0.7545 -1.3759
O -1.3773 -0.2209 0.1632
H -1.2526 -0.7684 -0.6154
H -0.5737 0.2684 0.3543
H -1.5562 -0.8352 0.8790
C 1.2707 1.2406 1.7772
O 0.8434 1.2857 0.4256
H 0.4658 1.0516 2.4875
H 2.0848 0.5165 1.8070
H 1.6807 2.1813 2.1447
O 0.8796 -2.0580 -0.2866
H 0.4101 -2.8496 -0.5495
H 1.7990 -2.2529 -0.4682
O -1.4837 -2.2189 1.7754
H -1.4326 -2.4275 2.7082
H -1.9692 -2.9495 1.3923
O -1.4014 3.1305 0.9258
H -1.4241 3.6021 0.0932
H -0.5959 2.6149 0.8877
O -1.7145 -1.6971 -1.8168
H -1.3809 -1.8813 -2.6949
H -2.2537 -2.4579 -1.6005
O -0.4709 1.9201 -2.1040
H -1.0748 2.6297 -1.8849
H -0.1611 1.5986 -1.2573
*
```

Number 1: electronic energy -477.9842 Ha, M 121.1 g mol⁻¹. Number 2: electronic energy -478.0075 Ha, M 121.1 g mol⁻¹. Number 3: electronic energy -574.2611 Ha, M 140.1 g mol⁻¹. Number 4: electronic energy -574.1380 Ha, M 140.1 g mol⁻¹. Number 5: electronic energy -1438.6515 Ha, M 291.1 g mol⁻¹. Number 6: electronic energy -651.0636 Ha, M 159.2 g mol⁻¹.